Here is CH6NO5PS3 as an isolated structure from the OMol25 dataset. Energies are from the ωB97M-V functional and the def2-TZVPD basis.

Cartesian coordinates (Å):
O  0.7708  0.3673  -0.6938
S  0.2856  1.5286  -1.3812
O  1.1972  2.7805  -0.8509
S  2.5251  3.0459  -1.8626
O  -1.0083  2.0552  -0.4880
P  -2.4942  1.7882  -1.1157
S  -2.8822  2.5166  -2.8413
H  2.9917  1.7897  -1.8889
H  -2.5981  0.3961  -1.0541
H  -3.2749  2.2706  -0.0702
C  0.7344  -2.0001  1.7279
N  0.5322  -3.4750  1.7679
O  1.1429  -4.1536  0.9720
O  -0.2393  -3.8973  2.6024
H  1.4385  -1.7678  0.9395
H  -0.2314  -1.5449  1.5359
H  1.1100  -1.7000  2.7012

- calculated total energy (eV) = -54652.4524
- F_max (eV/A) = 0.81
- frontier orbital gap (eV) = 9.5

Atom charges from the Löwdin analysis, given in e for atoms 1 to 6: -0.39 0.77 -0.80 0.79 -0.60 0.22

***

Here is a 2-piece molecular cluster, C8H14S overall at a distorted geometry from the OMol25 dataset. Energies are from the ωB97M-V functional and the def2-TZVPD basis.

Cartesian coordinates (Å):
C  0.4864  2.0802  3.4474
C  -0.5757  -2.4782  0.1165
C  -2.8507  -0.6162  -0.8980
C  0.0916  1.6773  2.2694
C  1.6115  1.5669  0.1283
C  0.8041  1.6329  1.0270
C  2.5161  1.2581  -1.0424
C  -0.6717  -1.1062  -2.4557
S  -1.7888  -1.9270  -1.2036
H  -0.0055  1.9884  4.3694
H  1.5417  2.4972  3.7362
H  0.0989  -1.7295  0.4906
H  -0.9527  -2.8856  1.0291
H  -3.5646  -1.2285  -0.3231
H  -2.5582  0.3836  -0.5010
H  -0.7135  1.0462  2.2310
H  -0.0774  -3.2625  -0.5023
H  2.9296  0.1703  -0.8620
H  1.9146  1.4746  -1.9689
H  3.2977  2.0671  -0.9845
H  -0.1138  -0.2615  -2.0366
H  0.0506  -1.6604  -2.9823
H  -1.4701  -0.6872  -3.0844

- calculated total energy (eV) = -19351.7985
- F_max (eV/A) = 4.59
- energy above the lowest of the compared OMol25 structures with the same formula, charge and spin (kJ/mol) = 546.2
- frontier orbital gap (eV) = 7.9

Atom charges from the Löwdin analysis, given in e for atoms 1 to 6: 0.01 -0.28 -0.44 -0.21 -0.09 -0.05

***

Here is a 6-piece molecular cluster, C36H80BIN7O6 overall at a distorted geometry from the OMol25 dataset. Energies are from the ωB97M-V functional and the def2-TZVPD basis.

Cartesian coordinates (Å):
C  7.4083  1.3569  2.9464
C  6.6977  1.2006  1.5322
C  6.6826  -0.2881  0.9595
C  6.4439  -1.4190  2.0618
C  5.2669  -2.3997  1.5391
C  3.8759  -1.7843  2.0924
C  2.7147  -2.0132  0.9913
C  1.9983  -3.3965  1.4109
C  0.6764  -3.6947  0.5667
C  -0.3835  -4.6052  1.3558
C  -1.6585  -3.7758  1.8886
C  -2.7916  -3.7330  0.7723
B  -3.8378  -2.4531  1.0036
I  -5.4698  -2.6777  -0.5302
C  -2.9396  -1.0877  0.8092
C  -3.7199  0.0774  0.0024
N  -2.9549  1.3588  0.2066
C  -2.0243  1.6673  -0.8997
C  -0.8421  2.5708  -0.2624
C  -3.8478  2.4702  0.5150
C  -3.8721  2.9285  2.0428
O  -4.5355  3.0498  -0.3384
N  -4.4326  -2.6431  2.3987
C  -4.8079  -1.3679  3.0597
C  -5.9471  -1.5962  4.1739
C  -5.9987  -0.3198  5.1606
H  8.3747  0.7575  2.9914
H  6.7397  0.9271  3.7583
H  7.5909  2.4512  3.2125
H  7.2828  1.8624  0.8067
H  5.6500  1.6155  1.6040
H  5.8084  -0.3314  0.2244
H  7.6490  -0.5424  0.3864
H  7.3946  -2.0017  2.2914
H  6.0616  -0.9972  3.0400
H  5.3867  -3.4231  2.0118
H  5.2465  -2.4408  0.4030
H  3.6508  -2.3742  3.0383
H  4.0421  -0.6940  2.3338
H  3.1813  -2.0763  -0.0449
H  1.9538  -1.1794  0.9860
H  1.7784  -3.2757  2.5271
H  2.7522  -4.2545  1.3594
H  0.2542  -2.6806  0.2558
H  0.9803  -4.2665  -0.3729
H  -0.8096  -5.3437  0.5992
H  0.0948  -5.1545  2.2267
H  -2.0645  -4.3540  2.7789
H  -1.3050  -2.7646  2.2491
H  -2.2900  -3.5564  -0.2287
H  -3.4297  -4.6713  0.8180
H  -2.0755  -1.3738  0.1100
H  -2.4547  -0.6960  1.7515
H  -4.7815  0.2173  0.3543
H  -3.6800  -0.1693  -1.1079
H  -1.5823  0.7609  -1.4041
H  -2.4866  2.3100  -1.7254
H  -1.2859  3.6065  -0.1226
H  0.0745  2.5554  -0.9179
H  -0.6558  2.1682  0.7855
H  -4.1685  2.0052  2.6319
H  -2.8020  3.1691  2.3100
H  -4.5556  3.8075  2.2022
H  -5.3303  -3.1302  2.2370
H  -3.8922  -1.0366  3.6600
H  -5.1949  -0.5598  2.3658
H  -6.9724  -1.7571  3.7290
H  -5.6840  -2.4779  4.8519
H  -4.9478  0.0151  5.4363
H  -6.4971  0.5284  4.5999
H  -6.5768  -0.5195  6.1093
C  -0.6135  -6.9212  -2.2529
O  0.0154  -6.2087  -1.4991
N  -0.9582  -8.2138  -2.0039
C  -1.7125  -9.0052  -2.9528
C  -0.5564  -8.8155  -0.7467
H  -0.9661  -6.5596  -3.2325
H  -2.6460  -9.3297  -2.4862
H  -1.1233  -9.8812  -3.2370
H  -1.9434  -8.4250  -3.8466
H  -0.9810  -8.2402  0.0790
H  0.5329  -8.7880  -0.6668
H  -0.9023  -9.8476  -0.6905
C  10.7222  -1.1542  0.0225
O  9.7410  -0.4591  0.1960
N  10.6974  -2.4673  -0.3262
C  11.9100  -3.2361  -0.5166
C  9.4132  -3.1184  -0.5135
H  11.7431  -0.7556  0.1400
H  11.9352  -3.6169  -1.5406
H  11.9157  -4.0746  0.1842
H  12.7927  -2.6199  -0.3431
H  8.8593  -2.6014  -1.3004
H  8.8397  -3.0565  0.4144
H  9.5522  -4.1633  -0.7892
C  -3.6720  5.3206  -4.6953
O  -3.5202  5.7316  -5.8324
N  -4.1167  6.0617  -3.6488
C  -4.2726  5.5027  -2.3186
C  -4.4460  7.4561  -3.8690
H  -3.4508  4.2765  -4.4228
H  -5.3166  5.5971  -2.0126
H  -3.6366  6.0559  -1.6229
H  -3.9902  4.4503  -2.3003
H  -5.2321  7.5253  -4.6247
H  -3.5613  7.9810  -4.2375
H  -4.7867  7.9176  -2.9426
C  -4.5738  3.9569  6.4644
O  -4.6048  2.7453  6.4236
N  -3.4936  4.7241  6.1525
C  -3.5302  6.1697  6.2240
C  -2.2674  4.0702  5.7348
H  -5.4528  4.5491  6.7684
H  -3.3147  6.5827  5.2352
H  -2.7735  6.5124  6.9347
H  -4.5104  6.5185  6.5505
H  -2.4643  3.4738  4.8411
H  -1.9264  3.4037  6.5302
H  -1.4956  4.8090  5.5196
C  -1.2997  4.7699  -11.0727
O  -2.3568  4.6313  -11.6567
N  -1.1637  5.1333  -9.7705
C  0.1342  5.2779  -9.1453
C  -2.3564  5.3844  -8.9803
H  -0.3338  4.6042  -11.5783
H  0.2041  4.5866  -8.3021
H  0.2456  6.3038  -8.7854
H  0.9342  5.0591  -9.8537
H  -2.9712  4.4824  -8.9631
H  -2.9306  6.1896  -9.4440
H  -2.0894  5.6643  -7.9622

- calculated total energy (eV) = -70122.2783
- charge = -1
- F_max (eV/A) = 3.22
- frontier orbital gap (eV) = 6.0

Atom charges from the Löwdin analysis, given in e for atoms 1 to 6: -0.14 -0.25 -0.21 -0.22 -0.21 -0.20

***

Here is C4H6O2 as an isolated structure at a distorted geometry from the OMol25 dataset. Energies are from the ωB97M-V functional and the def2-TZVPD basis.

Cartesian coordinates (Å):
O  -1.7936  -1.0808  0.8768
C  -0.9363  -0.2793  1.1630
C  0.4633  -0.4181  0.5641
C  0.3218  -0.4947  -0.9613
C  0.3424  1.0118  -0.7169
O  1.1294  0.8545  0.4625
H  -1.0708  0.4945  1.9490
H  1.0224  -1.1433  1.1526
H  -0.6307  -0.8517  -1.3468
H  1.1686  -0.9790  -1.4560
H  -0.7656  1.1269  -0.2699
H  0.7491  1.7593  -1.4171

- calculated total energy (eV) = -8337.7285
- F_max (eV/A) = 2.80
- energy above the lowest of the compared OMol25 structures with the same formula, charge and spin (kJ/mol) = 263.7
- frontier orbital gap (eV) = 10.6

Atom charges from the Löwdin analysis, given in e for atoms 1 to 6: 0.07 -0.24 -0.30 -0.07 -0.18 -0.08

***

Here is a 2-piece molecular cluster, C4H11NO overall at a distorted geometry from the OMol25 dataset. Energies are from the ωB97M-V functional and the def2-TZVPD basis.

Cartesian coordinates (Å):
C  1.4321  -0.1976  1.3542
C  0.2904  -1.0745  1.5239
C  -0.5356  -0.9688  0.2296
N  0.1401  0.0789  -0.5815
C  0.9838  0.9224  0.2942
H  2.2701  -0.7152  0.8490
H  1.8436  0.3246  2.2393
H  -0.3890  -0.7309  2.3274
H  0.5925  -2.1131  1.7598
H  -1.5468  -0.6420  0.5398
H  -0.6457  -1.9155  -0.3335
H  -0.5646  0.7252  -0.9590
H  1.7229  1.4309  -0.3544
H  0.2373  1.6767  0.6092
O  -1.6651  1.0174  -3.4505
H  -2.3916  0.3999  -3.2073
H  -1.7743  1.7815  -2.8402

- calculated total energy (eV) = -7862.9772
- F_max (eV/A) = 4.57
- energy above the lowest of the compared OMol25 structures with the same formula, charge and spin (kJ/mol) = 152.1
- frontier orbital gap (eV) = 9.1

Atom charges from the Löwdin analysis, given in e for atoms 1 to 6: -0.20 -0.23 -0.22 -0.11 -0.19 0.12

***

Here is C19H38As3CoF6SbSi as an isolated structure at a distorted geometry from the OMol25 dataset. Energies are from the ωB97M-V functional and the def2-TZVPD basis.

Cartesian coordinates (Å):
Co  -0.3756  -0.9497  -1.0252
C  2.6816  -2.9848  -2.2611
As  2.0064  -1.3394  -1.4581
C  2.9133  -0.0268  -2.5622
C  3.0482  -1.2964  0.2310
C  2.4647  -0.3911  1.3379
C  3.5913  -0.0507  2.3266
C  1.3514  -1.1113  2.1253
As  -0.3693  -1.5316  1.2348
C  -0.6472  -3.3179  1.9611
C  -1.6041  -0.5140  2.3457
C  2.0181  0.8994  0.6466
As  1.5298  2.5321  1.5920
C  2.8045  3.9225  1.9679
C  0.7869  2.3003  3.3885
H  3.7699  -2.9975  -2.2518
H  2.3347  -3.0087  -3.2932
H  2.2966  -3.8594  -1.7406
H  3.9914  -0.1198  -2.4381
H  2.5896  0.9881  -2.3327
H  2.6546  -0.2166  -3.6029
H  4.0486  -0.9401  -0.0248
H  3.1548  -2.3187  0.6012
H  3.9994  -0.9583  2.7724
H  3.2248  0.5908  3.1310
H  4.3997  0.4706  1.8112
H  1.0899  -0.5189  3.0046
H  1.7482  -2.0624  2.4852
H  -0.3592  -3.3215  3.0105
H  -0.0467  -4.0470  1.4195
H  -1.6963  -3.5905  1.8765
H  -1.4735  -0.7852  3.3928
H  -2.6312  -0.7237  2.0486
H  -1.4289  0.5541  2.2126
H  1.1376  0.7709  0.0075
H  2.8232  1.2601  0.0074
H  3.6312  3.8544  1.2682
H  3.1349  3.8592  3.0029
H  2.2765  4.8599  1.7948
H  -0.0483  1.6070  3.4368
H  0.4185  3.2965  3.6363
H  1.5533  2.0223  4.1110
C  -3.2147  -3.1316  -0.5225
Si  -2.5480  -1.6910  -1.5514
C  -2.4532  -2.1356  -3.3718
C  -3.4905  -0.1184  -1.1030
C  -2.9184  0.9444  -0.4040
C  -3.6190  2.1180  -0.1759
C  -4.9180  2.2420  -0.6454
C  -5.5189  1.1828  -1.3078
C  -4.8107  0.0137  -1.5402
H  -4.1556  -3.4522  -0.9779
H  -3.4321  -2.8209  0.5002
H  -2.5477  -3.9946  -0.5039
H  -3.4686  -2.3119  -3.7367
H  -1.8644  -3.0355  -3.5536
H  -2.0188  -1.3145  -3.9407
H  -1.9070  0.8560  -0.0170
H  -3.1480  2.9341  0.3599
H  -5.4645  3.1632  -0.4942
H  -6.5399  1.2635  -1.6567
H  -5.2847  -0.8054  -2.0702
F  -0.4567  0.0279  -2.4924
Sb  0.5218  2.9234  -2.5170
F  2.2820  2.6169  -3.2558
F  1.8430  3.2011  -0.2677
F  -0.2406  2.7887  -4.2858
F  -0.1093  2.9103  1.0571
F  0.6890  4.8198  -2.7230

- calculated total energy (eV) = -271179.3935
- 2S+1 = 3
- charge = +1
- ⟨S²⟩ = 2.1124
- F_max (eV/A) = 1.34
- energy above the lowest of the compared OMol25 structures with the same formula, charge and spin (kJ/mol) = 67.4
- frontier orbital gap (spin up / spin down) (eV) = 7.6 / 8.1

Atom charges from the Löwdin analysis, given in e for atoms 1 to 6: 0.14 -0.27 1.15 -0.26 -0.30 -0.66